# C12H21N2O

A gas-phase ion, C12H21N2O (charge +1) (ωB97M-V/def2-TZVPD, the Open Molecules 2025 dataset).

Positions of all 36 atoms, in Å:
C (-0.9223, 4.0162, 0.0073)
O (-1.1088, 3.6618, 1.3641)
C (-1.9105, 2.5218, 1.5843)
C (-1.1517, 1.2163, 1.3521)
C (-0.2282, 0.8287, 2.5183)
C (-0.0460, -0.6700, 2.7624)
C (1.0214, -1.3832, 1.9146)
C (1.1802, -0.9293, 0.4632)
C (0.0549, -1.4426, -0.4520)
C (0.4840, -1.6917, -1.8614)
C (1.3243, -0.8618, -2.5688)
C (1.6729, -1.1701, -3.8866)
N (1.2413, -2.2446, -4.5112)
N (0.4460, -3.0160, -3.8101)
C (0.0517, -2.8144, -2.5608)
H (-1.2426, 5.0491, -0.1365)
H (0.1344, 3.9416, -0.2629)
H (-1.5027, 3.3741, -0.6625)
H (-2.2285, 2.5834, 2.6277)
H (-2.8158, 2.5615, 0.9652)
H (-1.8744, 0.4143, 1.1679)
H (-0.5578, 1.3628, 0.4429)
H (-0.6362, 1.2656, 3.4335)
H (0.7518, 1.2975, 2.3799)
H (0.2444, -0.8041, 3.8068)
H (-1.0087, -1.1826, 2.6594)
H (0.8010, -2.4558, 1.8961)
H (1.9916, -1.2893, 2.4076)
H (2.1410, -1.2995, 0.0891)
H (1.2287, 0.1613, 0.4096)
H (-0.3512, -2.3705, -0.0409)
H (-0.7707, -0.7246, -0.4831)
H (1.7277, 0.0321, -2.1082)
H (2.3405, -0.5386, -4.4586)
H (0.1281, -3.8388, -4.3122)
H (-0.6096, -3.5605, -2.1362)

DFT total energy in a.u.: -654.3010
Total charge: +1
Energy relative to the best compared isomer or geometry (same formula, charge and spin) in kcal per mole: 51.39
Structure (SMILES): COCCCCCCCc1ccn[nH+]c1
HOMO-LUMO gap in Ha: 0.2490

Löwdin population analysis, charges in e, atoms 1 to 2: -0.11, -0.18